Entry from the Open Molecules 2025 dataset: a 7-piece molecular cluster, C41H68ClO15P overall at a distorted geometry (ωB97M-V/def2-TZVPD).

```
126
C41H68ClO15P, DFT ωB97M-V/def2-TZVPD
C -1.788 -2.271 -3.662
C -0.784 -2.710 -4.881
C 0.682 -3.272 -4.412
C 1.510 -2.296 -3.389
C 1.329 -0.689 -3.655
C 1.900 0.113 -2.302
C 0.715 0.943 -1.505
C 0.545 0.450 0.070
C 0.459 1.416 1.239
C 0.342 0.884 2.821
O -0.408 1.478 3.753
C 1.220 -0.509 3.119
C 1.971 -0.849 4.536
C 2.828 -2.267 4.627
C 2.933 -3.315 3.334
C 2.156 -3.000 1.893
P 2.287 -4.192 0.401
O 2.822 -5.788 0.866
Cl 3.905 -3.366 -0.779
C 1.300 -1.583 1.839
C 0.464 -1.178 0.448
O -0.235 -2.073 -0.254
H -2.369 -1.288 -4.006
H -2.649 -3.065 -3.447
H -1.193 -1.963 -2.692
H -0.705 -1.801 -5.652
H -1.309 -3.588 -5.487
H 1.351 -3.487 -5.347
H 0.536 -4.318 -3.856
H 2.666 -2.535 -3.566
H 1.276 -2.653 -2.300
H 0.230 -0.331 -3.833
H 1.970 -0.291 -4.557
H 2.690 0.917 -2.679
H 2.514 -0.613 -1.591
H -0.311 0.802 -2.050
H 0.965 2.103 -1.536
H 0.512 2.592 1.048
H 1.887 -0.093 5.445
H 3.371 -2.527 5.645
H 3.546 -4.308 3.449
H 3.044 -6.263 -0.010
O 0.098 4.707 0.181
C -1.095 4.795 0.457
O -2.029 4.298 -0.388
C -3.429 4.173 -0.073
C -4.165 5.465 -0.364
C -1.546 5.532 1.682
H -3.573 3.827 0.954
H -3.821 3.383 -0.722
H -3.795 6.288 0.252
H -5.237 5.349 -0.179
H -4.018 5.762 -1.408
H -1.603 6.598 1.458
H -0.808 5.368 2.476
H -2.498 5.186 2.080
O -5.283 -2.345 -6.063
C -5.217 -3.544 -5.807
O -4.598 -4.391 -6.664
C -4.294 -5.768 -6.371
C -5.478 -6.660 -6.685
C -5.897 -4.108 -4.596
H -3.939 -5.883 -5.343
H -3.456 -6.043 -7.020
H -6.346 -6.411 -6.069
H -5.225 -7.711 -6.517
H -5.785 -6.535 -7.729
H -6.945 -4.299 -4.831
H -5.835 -3.369 -3.789
H -5.433 -5.014 -4.212
O -0.159 9.296 3.570
C -1.352 9.384 3.846
O -2.286 8.887 3.001
C -3.686 8.762 3.316
C -4.422 10.054 3.025
C -1.803 10.121 5.072
H -3.830 8.416 4.344
H -4.078 7.972 2.667
H -4.052 10.878 3.642
H -5.494 9.938 3.210
H -4.275 10.351 1.981
H -1.860 11.187 4.847
H -1.065 9.957 5.865
H -2.755 9.775 5.469
O 5.667 1.121 -5.443
C 6.222 0.563 -4.500
O 6.697 -0.698 -4.638
C 7.530 -1.366 -3.671
C 6.686 -2.031 -2.602
C 6.304 1.224 -3.158
H 8.277 -0.684 -3.257
H 8.083 -2.135 -4.221
H 6.103 -1.301 -2.035
H 7.319 -2.586 -1.902
H 5.970 -2.725 -3.055
H 5.377 1.043 -2.612
H 6.430 2.302 -3.310
H 7.154 0.903 -2.559
O -5.570 2.512 -0.701
C -5.504 1.313 -0.445
O -4.885 0.466 -1.301
C -4.581 -0.911 -1.008
C -5.766 -1.803 -1.323
C -6.184 0.749 0.766
H -4.226 -1.026 0.019
H -3.744 -1.186 -1.657
H -6.634 -1.554 -0.707
H -5.512 -2.854 -1.154
H -6.073 -1.678 -2.367
H -7.233 0.558 0.532
H -6.123 1.488 1.573
H -5.720 -0.157 1.151
O 4.089 -2.740 7.506
C 5.088 -3.442 7.629
O 6.106 -3.046 8.429
C 7.225 -3.876 8.795
C 8.313 -3.808 7.742
C 5.244 -4.700 6.828
H 6.905 -4.900 9.006
H 7.612 -3.473 9.736
H 7.966 -4.187 6.777
H 9.185 -4.393 8.050
H 8.625 -2.770 7.580
H 5.641 -4.449 5.842
H 4.257 -5.162 6.714
H 5.875 -5.449 7.301
```

- Multiplicity: 1
- Total energy: -96128.858 eV
- LUMO level: -1.401 eV
- F_max: 0.1592 hartree/bohr